(1)
The following is a DFT calculation (ωB97M-V with the def2-TZVPD basis set) of an isolated ion of composition C3H7N2OS and charge +1.

The geometry in XYZ format:
```
14
Properties=species:S:1:pos:R:3:forces:R:3
C 1.496 -0.755 0.226 0.96 -0.06 0.03
C -1.303 0.628 -0.094 -1.53 2.25 -0.33
C -0.063 1.215 0.547 -1.35 3.20 -2.27
N -1.650 -0.629 0.478 0.71 -0.82 -2.56
N 2.483 -1.577 0.203 0.84 -0.97 -0.03
O -2.014 -1.530 -0.450 -0.58 -1.28 4.03
S 1.448 0.746 -0.471 -1.21 0.39 0.83
H -2.236 1.309 0.350 2.14 -1.34 -1.43
H -1.103 0.777 -1.227 -1.34 -0.80 1.54
H -0.276 2.353 0.600 1.22 -1.72 -0.35
H -0.036 0.859 1.500 0.92 -0.93 2.72
H 2.623 -2.355 0.816 -1.21 -0.67 0.73
H 3.343 -1.590 -0.340 -0.14 1.21 -0.58
H -1.917 -1.377 -1.361 0.57 1.54 -2.32
```
Positions in Å, forces in eV/Å.

Results
**HOMO energy (alpha / beta)**: -14.69 / -12.65 eV
**Spin multiplicity**: 1
**Net charge**: +1
**Orbital gap (alpha / beta)**: 10.107 / 5.517 eV

=====

(2)
The following is a DFT calculation (ωB97M-V with the def2-TZVPD basis set) of an isolated ion of composition C3H7N2OS and charge +1.

The geometry in XYZ format:
```
14
Properties=species:S:1:pos:R:3:forces:R:3
C -0.046 1.656 0.065 -3.23 -0.38 1.12
C 0.640 0.319 0.111 -0.40 1.46 -1.11
N 1.935 0.438 -0.043 1.01 -2.49 1.16
S 3.421 -0.429 0.010 -1.84 0.02 -0.34
N -0.072 -0.893 0.033 3.15 -3.38 1.78
C -1.317 -1.219 -0.184 0.39 2.14 -0.73
O -1.727 -2.415 0.033 3.42 0.17 0.22
H -0.078 2.336 1.001 0.69 -1.27 -1.50
H -1.123 1.413 -0.089 0.35 0.42 0.35
H 0.141 2.162 -0.862 0.73 0.62 -0.20
H 2.090 1.388 0.126 0.93 1.88 -0.09
H 0.589 -1.717 0.361 -1.54 1.65 -0.78
H -1.839 -0.372 -0.650 -0.92 -0.79 0.40
H -2.613 -2.666 0.088 -2.73 -0.03 -0.26
```
Positions in Å, forces in eV/Å.

Results
**HOMO energy (alpha / beta)**: -12.32 / -11.93 eV
**SMILES**: CC(=[NH+]/[S-])/[NH+]=C/O
**Spin multiplicity**: 1
**Net charge**: +1
**Orbital gap (alpha / beta)**: 6.925 / 6.319 eV

=====

So what do the calculations give for electronic energy? Going down the list: -700.964112, -701.091621 a.u..
So what do the calculations give for energy relative to the best compared isomer or geometry (same formula, charge and spin)? Going down the list: 684.31, 349.53 kJ/mol.